a | ORCA calculation (ωB97M-V/def2-TZVPD) on C28H31CrIN4O4PS as an isolated structure.

Output
* net charge: +1
* ⟨S²⟩: 6.02
* multiplicity: 5
* HOMO-LUMO gap (spin up / spin down): 0.2904 / 0.3055 Ha

Last column: Löwdin charge in e.
Positions of all 71 atoms, in Å:
Cr: -1.6498 -0.2970 -0.1019  0.227
I: -1.4929 0.9137 2.3409  1.221
C: 0.2196 0.0487 3.3081  -0.507
C: -0.0019 -0.1024 4.6487  -0.163
C: 1.0348 -0.4839 5.5123  -0.059
C: 2.2858 -0.6479 5.0040  -0.021
C: 2.5357 -0.5159 3.6187  -0.150
C: 3.8603 -0.6877 3.1655  -0.014
C: 4.1670 -0.5868 1.8427  -0.043
C: 3.1360 -0.3639 0.9255  -0.088
C: 1.8180 -0.2063 1.3012  -0.260
P: 0.6924 -0.0849 -0.1701  1.011
C: 1.2550 -1.4889 -1.1937  -0.359
C: 1.0682 -1.4211 -2.5756  -0.119
C: 1.3489 -2.5148 -3.3799  -0.060
C: 1.7959 -3.6976 -2.8082  -0.066
C: 1.9567 -3.7816 -1.4321  -0.070
C: 1.6829 -2.6873 -0.6249  -0.095
C: 1.4183 1.4096 -0.9469  -0.340
C: 1.0403 2.6280 -0.3848  -0.123
C: 1.5799 3.8167 -0.8455  -0.067
C: 2.5001 3.8028 -1.8833  -0.068
C: 2.8919 2.5953 -2.4380  -0.066
C: 2.3603 1.4018 -1.9716  -0.091
C: 1.4786 -0.2107 2.6931  -0.169
H: -0.9808 0.0991 5.0623  0.087
H: 0.8334 -0.6042 6.5676  0.116
H: 3.1188 -0.8761 5.6569  0.121
H: 4.6321 -0.8948 3.8963  0.122
H: 5.1837 -0.7037 1.4930  0.116
H: 3.3903 -0.3316 -0.1248  0.107
H: 0.7155 -0.4959 -3.0179  0.105
H: 1.2292 -2.4454 -4.4534  0.113
H: 2.0272 -4.5507 -3.4323  0.110
H: 2.3108 -4.7027 -0.9853  0.111
H: 1.8101 -2.7601 0.4481  0.116
H: 0.3256 2.6421 0.4248  0.050
H: 1.2801 4.7523 -0.3902  0.107
H: 2.9138 4.7308 -2.2559  0.110
H: 3.6242 2.5755 -3.2349  0.110
H: 2.6886 0.4711 -2.4166  0.098
N: -2.1937 -0.2545 -2.2515  -0.037
C: -3.5965 -0.7174 -2.3805  -0.124
C: -4.3118 -0.7276 -1.0101  -0.631
O: -5.5102 -0.8825 -0.9669  0.081
O: -3.5034 -0.6022 -0.0040  -0.215
H: -2.1446 0.7232 -2.5246  0.001
H: -1.5979 -0.7629 -2.8932  0.079
H: -3.6163 -1.7395 -2.7545  0.122
H: -4.1765 -0.0998 -3.0638  0.128
C: -2.3233 5.9624 1.1873  -0.064
N: -2.2302 4.6129 0.6582  -0.049
C: -2.5438 4.2522 -0.5899  -0.881
N: -2.9328 5.2172 -1.4395  0.114
S: -2.4222 2.6585 -1.1080  0.680
H: -1.8634 5.9781 2.1711  0.092
H: -3.3607 6.2917 1.2884  0.094
H: -1.7887 6.6682 0.5490  0.090
H: -2.0132 3.8686 1.2973  0.069
H: -3.1842 6.1375 -1.1179  0.098
H: -3.2357 4.9310 -2.3531  0.098
N: -1.9511 -5.5781 -0.4110  0.022
C: -1.2481 -4.7769 0.5903  -0.130
C: -1.3645 -3.3062 0.2279  -0.509
O: -1.1250 -2.3911 0.9912  0.025
O: -1.7183 -3.0951 -1.0271  0.110
H: -2.9323 -5.6786 -0.1780  0.103
H: -1.5629 -6.5079 -0.4878  0.094
H: -1.8668 -3.9955 -1.4101  0.117
H: -0.1829 -5.0101 0.5511  0.129
H: -1.5833 -4.9195 1.6181  0.135

***

b | ORCA calculation (ωB97M-V/def2-TZVPD) on C28H31CrIN4O4PS as an isolated structure.

Output
* net charge: +1
* ⟨S²⟩: 6.02
* multiplicity: 5
* HOMO-LUMO gap (spin up / spin down): 0.2737 / 0.2736 Ha

Last column: Löwdin charge in e.
Positions of all 71 atoms, in Å:
Cr: 0.6600 -0.1862 -0.0181  0.361
I: 1.9164 -1.4840 -2.0554  1.266
C: 3.8294 -2.0620 -1.3939  -0.553
C: 4.1711 -3.2813 -1.9139  -0.169
C: 5.4571 -3.8185 -1.7406  -0.056
C: 6.3883 -3.0787 -1.0854  -0.019
C: 6.0643 -1.8138 -0.5370  -0.150
C: 7.1057 -1.0861 0.0848  -0.011
C: 6.8776 0.1397 0.6255  -0.040
C: 5.5675 0.6369 0.6234  -0.086
C: 4.5049 -0.0311 0.0582  -0.276
P: 2.9064 0.7930 0.4487  1.026
C: 3.0637 2.4451 -0.2962  -0.350
C: 3.6985 3.5202 0.3245  -0.095
C: 3.8030 4.7392 -0.3271  -0.062
C: 3.2817 4.8950 -1.6043  -0.065
C: 2.6513 3.8300 -2.2299  -0.063
C: 2.5366 2.6132 -1.5757  -0.099
C: 2.9984 1.0130 2.2543  -0.361
C: 2.3645 2.0943 2.8648  -0.110
C: 2.3061 2.1846 4.2473  -0.067
C: 2.8593 1.1856 5.0354  -0.066
C: 3.4728 0.0957 4.4349  -0.063
C: 3.5423 0.0080 3.0523  -0.081
C: 4.7402 -1.2765 -0.6203  -0.173
H: 3.4488 -3.8410 -2.4928  0.085
H: 5.6950 -4.7873 -2.1565  0.117
H: 7.4035 -3.4367 -0.9726  0.122
H: 8.0932 -1.5294 0.1072  0.123
H: 7.6736 0.7108 1.0828  0.117
H: 5.3893 1.5780 1.1276  0.101
H: 4.1120 3.4153 1.3194  0.102
H: 4.2965 5.5683 0.1627  0.111
H: 3.3668 5.8474 -2.1106  0.111
H: 2.2434 3.9458 -3.2252  0.112
H: 2.0313 1.7897 -2.0673  0.073
H: 1.9262 2.8777 2.2583  0.101
H: 1.8319 3.0402 4.7114  0.109
H: 2.8160 1.2579 6.1138  0.111
H: 3.9054 -0.6873 5.0435  0.111
H: 4.0355 -0.8429 2.5976  0.112
N: -0.0747 -1.8544 1.4076  -0.013
C: -1.1982 -2.5119 0.7136  -0.131
C: -1.7647 -1.6598 -0.4203  -0.627
O: -2.8812 -1.9112 -0.8410  0.043
O: -0.9829 -0.7506 -0.9093  -0.223
H: 0.4888 -2.5401 1.8947  0.097
H: -0.4359 -1.2195 2.1151  0.088
H: -2.0136 -2.7902 1.3797  0.131
H: -0.8294 -3.4273 0.2467  0.133
C: -4.0416 0.6346 -3.1746  -0.064
N: -3.8877 0.5591 -1.7383  -0.034
C: -3.8481 1.6100 -0.9339  -0.869
N: -4.0236 2.8312 -1.4942  0.102
S: -3.5790 1.4585 0.7308  0.676
H: -3.9452 -0.3704 -3.5755  0.094
H: -3.2706 1.2604 -3.6332  0.089
H: -5.0272 1.0159 -3.4546  0.090
H: -3.6236 -0.3453 -1.3392  0.070
H: -4.3300 2.9290 -2.4469  0.087
H: -4.1810 3.5985 -0.8672  0.085
N: -1.7230 4.2793 1.8059  0.026
C: -1.2747 2.9964 2.3270  -0.190
C: -0.7207 2.1686 1.1907  -0.588
O: -0.2724 1.0346 1.3669  -0.069
O: -0.5475 2.7980 0.0646  0.126
H: -1.3425 5.0621 2.3175  0.094
H: -2.7329 4.3393 1.8089  0.080
H: -0.9774 3.6823 0.2129  0.118
H: -2.0668 2.4234 2.8026  0.101
H: -0.4643 3.1037 3.0523  0.124

***

So which one is most stable? That would be b, about 0.0107 hartree below the next structure.

***

a | ORCA calculation (ωB97M-V/def2-TZVPD) on Cl2O3PS as an isolated structure.

Output
* net charge: -1
* HOMO-LUMO gap: 0.3023 Ha

Last column: Löwdin charge in e.
Positions of all 7 atoms, in Å:
O: -0.9385 0.9014 -2.0632  -0.530
O: 0.7552 -2.0964 1.8664  -0.578
O: -2.0319 0.7430 0.1787  -0.537
P: 0.5161 -0.7640 1.2562  0.463
S: -0.8718 0.4447 -0.6696  0.264
Cl: 1.6926 -0.9130 -0.5391  -0.011
Cl: 0.8783 1.6843 -0.0295  -0.071

***

b | ORCA calculation (ωB97M-V/def2-TZVPD) on a 2-piece molecular cluster, Cl2O3PS overall.

Output
* net charge: -1
* HOMO-LUMO gap: 0.3284 Ha

Last column: Löwdin charge in e.
Positions of all 7 atoms, in Å:
O: -2.0315 1.8781 -0.6393  -0.544
O: 2.0940 -2.3596 0.9777  -0.556
O: 0.3960 1.3335 -0.8005  -0.563
P: 1.0780 -2.6863 0.0438  0.258
S: -0.8106 1.4449 0.0373  0.567
Cl: 1.4590 -1.9579 -1.8316  0.062
Cl: -1.2732 -1.0346 0.1469  -0.224

***

So which one is most stable? That would be b, about 0.0457 hartree below the next structure.

***

a | ORCA calculation (ωB97M-V/def2-TZVPD) on a 2-piece molecular cluster, C3H8NO2 overall.

Output
* net charge: +1
* HOMO-LUMO gap: 0.4393 Ha

Last column: Löwdin charge in e.
Positions of all 14 atoms, in Å:
O: 0.6889 1.7327 0.0539  0.018
C: 1.3267 1.7784 -0.9764  -0.281
O: 0.7879 1.1608 -2.0339  0.105
H: 2.3054 2.2662 -1.1295  0.166
H: 1.2707 1.2737 -2.8790  0.147
C: -0.9312 -0.7534 0.2163  -0.121
C: -1.2802 -2.0254 0.2043  0.063
N: -0.3019 -0.1639 1.4601  0.156
H: -0.6398 -0.0095 -0.4991  0.083
H: -1.9306 -2.3953 -0.6207  0.094
H: -1.1955 -2.8330 1.0358  0.122
H: -0.8168 0.2574 2.2207  0.166
H: 0.3864 0.6343 1.2134  0.123
H: 0.3299 -0.9230 1.7342  0.160

***

b | ORCA calculation (ωB97M-V/def2-TZVPD) on C3H8NO2 as an isolated structure.

Output
* net charge: +1
* HOMO-LUMO gap (spin up / spin down): 0.3520 / 0.3520 Ha

Last column: Löwdin charge in e.
Positions of all 14 atoms, in Å:
C: -0.5666 0.3666 -0.3923  -0.465
C: 0.6066 -0.2619 0.2438  -0.233
C: -1.9232 -0.2186 -0.0996  0.004
N: 1.7781 0.5758 0.3443  0.282
O: 0.1252 0.1643 -1.5330  0.011
O: 0.8935 -1.5276 0.3006  0.234
H: -0.5365 1.4786 -0.1272  0.167
H: -2.6855 0.3923 -0.5174  0.087
H: -2.0199 -0.2335 0.9439  0.082
H: -2.2074 -1.1363 -0.5849  0.098
H: 2.2617 0.6673 -0.5185  0.169
H: 2.4721 0.2322 1.0522  0.212
H: 1.6011 1.5801 0.7431  0.244
H: 0.2006 -2.0795 0.1450  0.108

***

So which one is most stable? That would be a, about 0.0779 hartree below the next structure.